w) The following is a DFT calculation (ωB97M-V with the def2-TZVPD basis set) of a cluster of 2 separate species, H5NOSi in total.

Values from the calculation:
Spin multiplicity   1
Orbital gap   8.2 eV
Lowest unoccupied orbital energy   -0.01411 Ha
HOMO level   -8.6 eV

Cartesian coordinates (Å):
N 1.268 -0.560 0.563
O -2.495 0.072 0.348
Si 0.118 0.519 -0.167
H 0.990 -0.983 1.429
H 1.991 -1.103 0.122
H -2.619 -0.836 0.219
H -0.451 1.016 1.052
H 0.750 0.584 -1.478

Results of the Löwdin charge analysis, in e, for atoms 1 through 6: N -0.168; O -0.436; Si 0.835; H 0.017; H 0.018; H -0.156

x) The following is a DFT calculation (ωB97M-V with the def2-TZVPD basis set) of an isolated molecule of H5NOSi.

Values from the calculation:
Spin multiplicity   1
Orbital gap   11.0 eV
Lowest unoccupied orbital energy   0.03211 Ha
HOMO level   -10.1 eV

Cartesian coordinates (Å):
N 0.534 -0.022 1.177
Si 0.003 -0.330 -0.485
O -1.127 0.772 -0.946
H 1.435 0.342 1.295
H 0.552 -0.778 1.764
H 1.154 0.415 -1.317
H -0.637 -1.610 -0.861
H -1.914 1.210 -0.627

Results of the Löwdin charge analysis, in e, for atoms 1 through 6: N -0.097; Si 0.430; O -0.278; H -0.010; H -0.036; H -0.009

Result of the stability comparison: w) is the least stable of them.